Record 1
# C6H9Br

The molecule C6H9Br at a distorted geometry (the ωB97M-V functional and the def2-TZVPD basis, the Open Molecules 2025 dataset).

Each line ends with the Löwdin charge.
Atoms and positions in Å:
Br  -1.7354  -1.6980  0.6624  0.6474
C  0.0072  -0.5950  -1.1862  -0.2476
C  0.8585  -0.8008  1.3129  -0.1242
C  -0.7987  0.9738  0.7607  -0.2078
C  -0.2273  -0.3581  0.2860  -0.7435
C  -1.2032  1.9768  -0.0704  0.0335
C  1.2011  -0.7181  -1.7720  0.0313
H  1.1023  -1.0426  -2.7759  0.0461
H  -0.7206  1.1363  1.8562  0.1145
H  -1.6041  2.8292  0.4423  0.0442
H  0.2893  -1.0485  2.2420  0.0705
H  -0.8766  -0.6280  -1.8450  0.0984
H  1.5346  -1.5333  0.9478  0.0710
H  2.1492  -0.4624  -1.3396  0.0648
H  -1.3526  1.9379  -1.1392  0.0589
H  1.3763  0.0308  1.6179  0.0426

The value obtained for the energy above the lowest of the compared OMol25 structures with the same formula, charge and spin is 115.2 kJ/mol. As for the total charge: 0. As for the HOMO-LUMO gap: 10.1 eV. Its max |F| is 2.8 eV/Å.

Record 2
# C6H9Br

The molecule C6H9Br at a distorted geometry (the ωB97M-V functional and the def2-TZVPD basis, the Open Molecules 2025 dataset).

Each line ends with the Löwdin charge.
Atoms and positions in Å:
Br  -2.5068  0.1967  -0.0147  0.7733
C  0.7613  0.9469  1.5166  0.0712
C  -0.1469  -1.4803  -0.8157  -0.1593
C  -0.4705  -1.6556  0.6222  -0.1894
C  -0.6833  -0.2879  -0.0736  -0.8563
C  0.4248  1.6501  -1.0364  -0.0760
C  0.2790  0.8355  0.2245  -0.3724
H  0.3931  -1.8373  1.2678  0.1011
H  -1.3523  -2.3124  0.7524  0.0992
H  -0.8414  -2.0329  -1.5038  0.1180
H  0.9209  -1.4783  -1.1360  0.1244
H  0.3811  0.2453  2.3245  0.0788
H  -0.6546  1.9675  -1.3833  0.1035
H  1.6177  1.4053  2.0077  0.0536
H  0.9210  1.2477  -1.8818  0.0582
H  0.9568  2.5896  -0.8703  0.0721

The value obtained for the energy above the lowest of the compared OMol25 structures with the same formula, charge and spin is 160.7 kJ/mol. As for the total charge: 0. As for the HOMO-LUMO gap: 10.3 eV. Its max |F| is 3.1 eV/Å.

Record 3
# C6H9Br2F3O7P2S

A structure of composition C6H9Br2F3O7P2S at a distorted geometry (the ωB97M-V functional and the def2-TZVPD basis, the Open Molecules 2025 dataset).

Each line ends with the Löwdin charge.
Atoms and positions in Å:
Br  -4.5554  -1.3560  -0.5713  0.8073
Br  -1.3818  -3.0093  -0.8720  0.8603
S  -0.4484  1.9870  1.8928  0.6379
P  2.9614  -1.1981  0.2087  0.2369
P  2.4843  0.6802  -0.8011  0.9355
F  -2.7450  -2.5585  1.3692  0.0136
F  -0.9529  -1.3718  1.2610  0.0752
F  -3.0826  0.2291  1.0026  0.0219
O  4.5499  -1.3047  0.1192  -0.1663
O  0.1262  3.1937  2.3901  -0.2203
O  -1.3800  1.3672  2.7595  -0.1983
O  -1.0457  2.2312  0.3992  -0.1328
O  2.4607  -1.3063  1.5733  -0.2782
O  0.7769  1.0109  1.4816  -0.1972
O  2.3728  -2.3489  -0.7388  -0.1782
C  1.1375  1.4827  0.1662  -0.5516
C  -1.9875  -1.8205  0.5340  -0.9235
C  -2.8072  -0.6244  -0.0025  -0.7941
C  -0.7107  0.3164  -1.2534  -0.1445
C  -2.2308  0.1067  -1.2145  -0.1951
C  -0.1910  1.5817  -0.5378  -0.3616
H  -2.5998  -0.3605  -2.1159  0.0855
H  -0.1412  -0.5383  -0.8962  0.0542
H  -2.6877  1.0952  -1.1930  0.1309
H  -0.4460  0.4369  -2.2988  0.1204
H  2.5450  -2.1004  -1.6564  0.0651
H  1.5016  2.5032  0.3229  0.1154
H  3.5974  1.5006  -0.5535  -0.0590
H  4.8493  -2.0997  0.5771  0.0900
H  0.0307  2.2745  -1.3523  0.1504

As for the total charge: 0. As for the HOMO-LUMO gap: 10.2 eV. Its max |F| is 2.2 eV/Å.

Record 4
# C6H9Br2N2O3

A cluster of 3 separate species, C6H9Br2N2O3 in total at a distorted geometry (the ωB97M-V functional and the def2-TZVPD basis, the Open Molecules 2025 dataset).

Each line ends with the Löwdin charge.
Atoms and positions in Å:
Br  -2.2306  -0.6901  1.7419  -0.3990
Br  1.6179  4.3001  0.5844  0.5758
O  0.1800  -2.3373  -2.6942  0.0083
O  3.3362  1.3278  -0.1040  0.1843
O  3.2052  2.1001  -2.2495  0.1960
N  -1.5996  -1.6906  -1.4881  0.1181
N  0.8576  2.9810  -0.3813  -0.5041
C  -0.0995  0.6189  -0.5111  -0.2591
C  0.6038  -0.5573  -1.1266  -0.1095
C  1.1985  1.3056  1.6153  -0.1368
C  3.2541  1.7434  -1.1518  -0.5010
C  -0.2753  -1.5522  -1.8796  -0.5338
C  0.6796  1.5608  0.2648  -0.3517
H  0.2386  1.2233  2.2857  0.0980
H  -0.5959  1.1178  -1.3600  0.1325
H  1.1277  -1.1207  -0.2882  0.1548
H  1.7438  0.2405  1.7115  0.1285
H  -2.0839  -2.5817  -1.8005  0.1299
H  -2.1259  -0.9740  -0.9125  0.0251
H  -0.8431  0.2436  0.3063  -0.0704
H  1.8984  2.1409  2.0475  0.0448
H  1.2737  -0.2179  -1.8036  0.0689

The value obtained for the energy above the lowest of the compared OMol25 structures with the same formula, charge and spin is 0.0 kJ/mol. As for the total charge: -1. As for the HOMO-LUMO gap: 7.5 eV. Its max |F| is 8.2 eV/Å.

Record 5
# C6H9Br4OP

A cluster of 3 separate species, C6H9Br4OP in total at a distorted geometry (the ωB97M-V functional and the def2-TZVPD basis, the Open Molecules 2025 dataset).

Each line ends with the Löwdin charge.
Atoms and positions in Å:
Br  0.7088  4.7935  -0.2961  0.3291
Br  2.6539  -0.9454  1.8416  0.4083
Br  1.2124  2.2437  2.2459  0.3423
Br  -0.9341  -0.5140  2.7812  0.4130
P  1.1663  0.1676  3.0121  -0.5021
O  1.4362  0.1282  4.4018  -0.4828
C  -1.7451  -1.1484  -0.8580  -0.2079
C  -1.3225  0.2821  -0.5616  -0.1327
C  0.6848  -1.3864  -1.4215  -0.1131
C  0.9767  -0.1094  -1.2043  -0.1451
C  -0.5612  -2.0568  -0.8883  -0.2042
C  -0.0985  0.7587  -0.7840  -0.1561
H  -0.3551  -2.4628  0.1364  0.1141
H  1.9175  0.3188  -1.2213  0.0735
H  1.5331  -2.0090  -1.6005  0.0901
H  -0.7141  -2.8470  -1.6608  0.1193
H  -2.4495  -1.5937  -0.1099  0.1162
H  -2.2766  -1.1116  -1.7728  0.0970
H  0.1465  1.8211  -0.5902  0.0407
H  -0.0523  4.7535  -1.4804  -0.2772
H  -1.9272  0.9175  0.0308  0.0774

The value obtained for the energy above the lowest of the compared OMol25 structures with the same formula, charge and spin is 0.0 kJ/mol. As for the total charge: 0. As for the HOMO-LUMO gap: 6.9 eV. Its max |F| is 3.2 eV/Å.

Record 6
# C6H9BrF9HfN3O18S7

A structure of composition C6H9BrF9HfN3O18S7 at a distorted geometry (the ωB97M-V functional and the def2-TZVPD basis, the Open Molecules 2025 dataset).

Each line ends with the Löwdin charge.
Atoms and positions in Å:
Hf  0.8455  0.0848  0.7894  1.4261
Br  -0.4281  0.1928  2.9861  0.3749
S  3.8426  -0.9617  1.3894  0.7464
S  -3.7545  -1.7453  -1.1998  0.6170
S  2.4878  -1.3665  3.7757  0.5335
S  1.8596  3.3193  2.4805  0.3389
S  -2.1665  1.7814  0.0706  0.5462
S  -1.9664  -3.4220  0.3466  0.7360
S  2.5819  2.9651  -0.1938  0.5927
F  -1.4716  0.3403  -4.0637  0.2295
F  2.3292  2.3984  3.4019  -0.0370
F  -3.4812  -2.6947  -2.4336  -0.1328
F  -0.6360  2.0306  -2.9098  0.1700
F  1.6661  -2.5596  3.1139  -0.1866
F  2.8098  -0.1013  -0.0641  -0.3899
F  0.5188  1.1163  -4.4328  0.1906
F  1.8420  2.0709  -1.3449  -0.2025
F  0.3516  -1.6945  0.5253  -0.4021
O  -5.1868  -1.5815  -1.0521  -0.2096
O  -2.8462  2.1803  -1.0687  -0.1371
O  4.8531  0.0087  1.6182  -0.1802
O  1.7076  -0.5599  4.6105  -0.3150
O  0.6396  -0.0976  -1.5334  -0.0240
O  -0.8935  1.1887  -0.0812  -0.3761
O  -2.7838  -0.6729  -1.3628  -0.2780
O  4.0071  -2.2357  0.8207  -0.1924
O  2.2424  4.3394  -0.3344  -0.2426
O  -1.8798  -3.9920  1.6351  -0.1911
O  0.2187  -1.2940  -3.4346  0.0746
O  3.9604  2.6471  -0.2461  -0.2430
O  0.5241  3.7575  2.7932  -0.2690
O  -3.0229  0.8992  1.0249  -0.2081
O  2.9006  4.2637  2.3337  -0.2340
O  -1.8859  2.9589  1.0970  -0.1678
O  3.8016  -1.8811  3.9760  -0.2353
O  -1.1069  -3.9665  -0.6201  -0.2204
N  -3.1301  -2.5208  0.0413  -0.2749
N  2.4382  -0.7221  2.2554  -0.4641
N  1.8156  2.3109  1.2134  -0.3875
C  0.2323  -0.2455  -2.6671  -0.3582
C  -0.4141  0.8521  -3.5275  -0.5767
C  1.1419  -3.5981  -3.8482  -0.0338
C  0.8459  -2.5388  -2.8627  -0.1359
C  -2.9245  3.0976  2.0105  -0.1730
C  -3.5938  1.7787  2.0652  -0.1281
H  -3.4995  1.2563  3.0481  0.1368
H  -3.5839  3.8578  1.5984  0.1448
H  2.0180  -4.1502  -3.5411  0.0853
H  0.2820  -4.3359  -3.8754  0.1104
H  -4.6535  1.8218  1.9770  0.1231
H  0.0628  -2.7829  -2.1733  0.0833
H  -2.3987  3.3816  2.8883  0.1341
H  1.5935  -2.0835  -2.2240  0.1264
H  1.2878  -3.0956  -4.7910  0.0865

The value obtained for the energy above the lowest of the compared OMol25 structures with the same formula, charge and spin is 0.0 kJ/mol. As for the total charge: 0. As for the HOMO-LUMO gap: 8.0 eV. Its max |F| is 10.0 eV/Å.